[1]
Computed, not measured: an isolated molecule of C3H5ClS, with ωB97M-V/def2-TZVPD.

Computed properties:
ΔE to the lowest compared entry with this formula, charge and spin: 4.2 kcal/mol
SMILES: CS/C=C\Cl
Electronic energy: -975.650070 Ha
LUMO: 0.766 eV
Kohn-Sham gap: 9.333 eV

Atoms and positions in Å:
1 C 1.2374 0.2444 -1.0839
2 S 0.9897 -1.1448 0.1092
3 C -0.3264 -0.5638 1.1351
4 C -1.5418 -0.0511 0.8011
5 Cl -2.0287 0.2528 -0.7526
6 H 1.0227 1.2503 -0.6210
7 H 0.6571 0.0846 -2.0083
8 H 2.2868 0.2123 -1.3488
9 H -0.0927 -0.6244 2.2299
10 H -2.2041 0.3397 1.5394

=====

[2]
Computed, not measured: an isolated molecule of C3H5ClS, with ωB97M-V/def2-TZVPD.

Computed properties:
ΔE to the lowest compared entry with this formula, charge and spin: 22.3 kcal/mol
SMILES: CC(=S)CCl
Electronic energy: -975.621149 Ha
LUMO: -0.558 eV
Kohn-Sham gap: 8.191 eV

Atoms and positions in Å:
1 C -0.7087 1.0114 -0.4641
2 C -0.4217 -0.2796 0.0601
3 S -1.4343 -1.4267 -0.4805
4 C 0.9627 -0.7172 0.6717
5 Cl 2.1599 -0.7508 -0.6843
6 H -0.6051 0.9537 -1.4723
7 H -1.7739 1.2281 -0.5260
8 H -0.2789 1.7980 0.1721
9 H 1.3088 -0.0174 1.5484
10 H 0.7913 -1.7994 1.1749

=====

[3]
Computed, not measured: an isolated molecule of C3H5ClS, with ωB97M-V/def2-TZVPD.

Computed properties:
ΔE to the lowest compared entry with this formula, charge and spin: 13.4 kcal/mol
SMILES: S[C@H]1C[C@@H]1Cl
Electronic energy: -975.635449 Ha
LUMO: 0.829 eV
Kohn-Sham gap: 9.911 eV

Atoms and positions in Å:
1 S 1.9367 -0.5612 -0.2526
2 C 0.3182 -0.3252 0.4324
3 C -0.2172 0.9768 -0.0273
4 C -0.8442 -0.2145 -0.5223
5 Cl -2.5362 -0.6052 -0.0849
6 H 2.3138 -1.4125 0.6454
7 H 0.1479 -0.6352 1.4701
8 H -0.7096 1.6699 0.6923
9 H 0.4183 1.5267 -0.7595
10 H -0.8277 -0.4196 -1.5936

=====

[4]
Computed, not measured: an isolated molecule of C3H5ClS2, with ωB97M-V/def2-TZVPD.

Computed properties:
ΔE to the lowest compared entry with this formula, charge and spin: 22.6 kcal/mol
SMILES: ClSSC1CC1
Electronic energy: -1373.824619 Ha
LUMO: 0.005 eV
Kohn-Sham gap: 9.255 eV

Atoms and positions in Å:
1 Cl 3.3661 -1.3441 -0.2992
2 S 2.8770 0.4571 0.5815
3 S 1.3587 1.1935 -0.4890
4 C -0.1603 0.5581 0.2941
5 C -1.3263 0.4112 -0.5516
6 C -0.6486 -0.7727 0.1379
7 H -0.4620 1.0405 1.3290
8 H -1.4265 0.3549 -1.6006
9 H -2.2308 0.6201 0.0027
10 H -1.1725 -1.0843 1.0452
11 H -0.1748 -1.4343 -0.4499

=====

[5]
Computed, not measured: a cluster of 2 separate species, C3H5ClS2 in total, with ωB97M-V/def2-TZVPD.

Computed properties:
ΔE to the lowest compared entry with this formula, charge and spin: 67.5 kcal/mol
Electronic energy: -1373.753088 Ha
LUMO: -0.205 eV
Kohn-Sham gap: 8.299 eV

Atoms and positions in Å:
1 C 0.9889 -0.2369 -0.8712
2 C 0.1852 -0.3780 1.6816
3 C -0.8955 0.7142 -0.9876
4 S 1.7500 -0.4718 -2.2512
5 S 1.6666 -0.5559 0.5924
6 Cl -1.9617 -0.6542 -1.3496
7 H 0.5600 -0.9220 2.5142
8 H -0.5032 -0.6174 0.9163
9 H 0.0776 0.6626 2.0398
10 H -1.2488 1.5155 -0.3020
11 H -0.6191 0.9440 -1.9827

=====

[6]
Computed, not measured: an isolated molecule of C3H5ClSi, with ωB97M-V/def2-TZVPD.

Computed properties:
ΔE to the lowest compared entry with this formula, charge and spin: 3.0 kcal/mol
SMILES: CC#C[SiH2]Cl
Electronic energy: -866.954491 Ha
LUMO: 0.786 eV
Kohn-Sham gap: 10.676 eV

Atoms and positions in Å:
1 C 0.5859 -1.8206 -1.2518
2 C 0.2890 -0.5587 -0.5198
3 C -0.0337 0.4264 0.0898
4 Si -0.5263 1.9646 1.2874
5 Cl -2.3276 1.6966 2.1705
6 H -0.3061 -2.3851 -1.8567
7 H 1.3077 -1.7316 -2.1604
8 H 0.9737 -2.5280 -0.5100
9 H -0.4003 3.0852 0.4007
10 H 0.4377 1.8512 2.3505

=====

[7]
Computed, not measured: a structure of composition C3H5CsMgO4, with ωB97M-V/def2-TZVPD.

Computed properties:
Charge: +3
ΔE to the lowest compared entry with this formula, charge and spin: 4.5 kcal/mol
Electronic energy: -637.368671 Ha
LUMO (alpha / beta): -12.769 / -14.964 eV
Kohn-Sham gap (alpha / beta): 9.086 / 6.718 eV
Multiplicity: 2
<S²>: 0.76

Atoms and positions in Å:
1 O 0.2612 0.0986 -0.3708
2 C -0.1149 0.8969 -1.3674
3 C -0.6576 -0.8102 0.1283
4 O 0.8124 1.5647 -1.9282
5 O -1.2646 0.9007 -1.8407
6 C -0.3669 -1.1818 1.5317
7 Mg -0.6538 2.2952 -3.2147
8 H -0.8998 -1.6297 -0.5564
9 H -1.6185 -0.3162 0.7048
10 H 0.5179 -1.8906 1.5894
11 H -1.0900 -1.9286 1.9541
12 Cs 4.5645 2.6400 -2.6210
13 O 0.0197 -0.1181 2.6154
14 H 0.4903 -0.5209 3.3756

=====

[8]
Computed, not measured: the ion C3H5F2N2 with charge +1, with ωB97M-V/def2-TZVPD.

Computed properties:
Charge: +1
ΔE to the lowest compared entry with this formula, charge and spin: 131.8 kcal/mol
SMILES: F[N+]1(F)C=NCC1
Electronic energy: -426.073987 Ha
LUMO: -4.935 eV
Kohn-Sham gap: 11.749 eV

Atoms and positions in Å:
1 F 1.7119 -0.3168 -1.0484
2 N 0.9936 -0.1120 0.0522
3 F 1.9156 -0.3257 1.0042
4 C 0.4906 1.3039 0.0821
5 N -0.7371 1.3451 0.0728
6 C -1.2897 0.0253 -0.2280
7 C -0.1752 -0.9640 0.1711
8 H 1.0873 2.2166 0.1021
9 H -1.5346 0.2028 -1.2595
10 H -2.1920 0.0046 0.3576
11 H -0.0888 -1.4228 1.1550
12 H -0.1816 -1.9569 -0.4612

=====

[9]
Computed, not measured: an isolated molecule of C3H5F2N3, with ωB97M-V/def2-TZVPD.

Computed properties:
ΔE to the lowest compared entry with this formula, charge and spin: 25.7 kcal/mol
SMILES: [H]/N=C(NN)/C(F)=C\F
Electronic energy: -481.230564 Ha
LUMO: 0.895 eV
Kohn-Sham gap: 10.127 eV

Atoms and positions in Å:
1 H 0.3584 2.5029 -0.6434
2 N -0.4388 1.8522 -0.5793
3 C 0.0318 0.7007 -0.3161
4 N 1.3603 0.4697 -0.0533
5 N 1.9754 -0.5675 0.6664
6 C -0.8438 -0.4975 -0.3686
7 F -0.2381 -1.6120 -0.8917
8 C -2.0747 -0.6964 0.0795
9 F -2.7836 0.3594 0.5172
10 H 1.9969 1.2013 -0.3432
11 H 1.5242 -0.6146 1.5788
12 H 1.7950 -1.4911 0.2660
13 H -2.6631 -1.6072 0.0877

=====

[10]
Computed, not measured: a cluster of 3 separate species, C3H5F2NO2 in total, with ωB97M-V/def2-TZVPD.

Computed properties:
ΔE to the lowest compared entry with this formula, charge and spin: 172.3 kcal/mol
Electronic energy: -522.022571 Ha
LUMO: -0.223 eV
Kohn-Sham gap: 8.686 eV

Atoms and positions in Å:
1 C 0.5655 -0.1107 -0.2303
2 C 0.1239 1.4195 -0.1030
3 C -0.3338 -1.1044 -0.7991
4 H 0.4533 -1.9026 1.6550
5 H 1.0292 0.8417 1.6600
6 H 1.3669 -0.1184 -0.8761
7 H 0.0964 2.0677 -1.1748
8 H -1.6207 -2.4584 -0.1449
9 N 1.1640 -0.4690 1.0880
10 O -0.8457 -1.9330 0.2911
11 O -0.7632 -1.3800 -1.9400
12 F -0.9913 1.1681 0.6804
13 F 1.1318 2.1799 0.5696

=====

[11]
Computed, not measured: the ion C3H5F2O2Si with charge +1, with ωB97M-V/def2-TZVPD.

Computed properties:
Charge: +1
ΔE to the lowest compared entry with this formula, charge and spin: 0.0 kcal/mol
Electronic energy: -756.906614 Ha
LUMO: -4.651 eV
Kohn-Sham gap: 12.822 eV

Atoms and positions in Å:
1 C -0.6673 -0.3578 -0.0809
2 C 0.6868 1.5122 0.2167
3 C -1.8792 -1.1329 -0.1546
4 O -0.6203 0.8690 -0.0574
5 O 0.5335 -1.0032 -0.0537
6 F 2.6630 -0.3857 1.2194
7 F 2.4920 0.0103 -1.4112
8 Si 1.8374 0.0089 -0.0158
9 H 0.7882 2.3934 -0.4160
10 H 0.6355 2.0587 1.2168
11 H -2.7030 -0.4716 -0.1135
12 H -1.7102 -1.8074 0.7189
13 H -2.0564 -1.6940 -1.0686

=====

[12]
Computed, not measured: an isolated molecule of C3H5F3IN, with ωB97M-V/def2-TZVPD.

Computed properties:
ΔE to the lowest compared entry with this formula, charge and spin: 8.0 kcal/mol
SMILES: CN(I)CC(F)(F)F
Electronic energy: -769.297715 Ha
LUMO: -0.169 eV
Kohn-Sham gap: 8.816 eV

Atoms and positions in Å:
1 C -0.8240 -0.8132 -0.3717
2 N -0.5697 0.5579 0.1077
3 I -1.6447 1.9909 -0.8623
4 C 0.9876 0.7614 -0.1438
5 C 1.8027 0.2732 1.1175
6 F 2.8667 0.9849 1.2017
7 F 0.9906 0.4620 2.2439
8 F 2.0853 -0.9946 1.1277
9 H -0.4158 -0.9285 -1.4178
10 H -0.2217 -1.6774 0.1897
11 H -1.9334 -0.9281 -0.3558
12 H 1.2094 0.0348 -0.9762
13 H 1.0940 1.7470 -0.2473